# 1
2 unconnected molecules or ions with the total composition C6H10O, computed with the ωB97M-V functional and the def2-TZVPD basis.

Calculated values
Electronic energy: -8427.3283 eV
Orbital gap: 9.0 eV
Charge: 0
Energy relative to the best compared isomer or geometry (same formula, charge and spin): 3.912 eV

XYZ file:
```
17
Properties=species:S:1:pos:R:3:forces:R:3:lowdin_charge:R:1
C -2.06506 -0.54875 0.26967 0.0 0.0 0.0 -0.028
C -0.84732 -0.01680 -0.46848 0.0 0.0 0.0 -0.324
O -0.52237 1.30960 0.03822 0.0 0.3 -0.1 -0.076
C 0.80773 1.54068 -0.08192 0.2 -0.2 -2.0 -0.166
C 1.50769 0.22332 -0.03605 0.3 0.3 -0.2 -0.227
C 1.08431 -0.76087 1.02896 0.0 0.1 0.2 -0.058
C 0.44101 -0.80741 -0.32252 0.0 0.0 -0.1 -0.190
H -2.90317 0.14948 0.18717 0.1 -0.1 0.0 0.083
H -1.84591 -0.70431 1.33030 0.0 0.1 -0.1 0.080
H -2.38240 -1.50832 -0.15505 0.1 0.2 0.0 0.086
H -1.07593 0.11019 -1.53596 0.1 0.0 0.1 0.151
H 1.21998 2.06633 -1.56564 -0.8 -1.5 0.4 0.148
H 1.19933 2.49888 -0.44936 0.0 0.7 2.1 0.025
H 2.50476 0.18030 -0.44821 0.0 -0.2 0.0 0.134
H 0.50835 -0.41229 1.88230 0.0 0.0 -0.2 0.111
H 1.79782 -1.54801 1.26200 -0.1 0.2 -0.1 0.107
H 0.62002 -1.63924 -0.99762 -0.1 0.1 0.1 0.144
```
Forces are in eV/Å.

=====

# 2
A molecular structure, C2H5ClO2P, computed with the ωB97M-V functional and the def2-TZVPD basis.

Calculated values
Electronic energy: -28060.9881 eV
<S²>: 2.009
Orbital gap (alpha / beta): 6.6 / 6.1 eV
Charge: -1
2S+1: 3
Energy relative to the best compared isomer or geometry (same formula, charge and spin): 0.000 eV

XYZ file:
```
11
Properties=species:S:1:pos:R:3:forces:R:3:mulliken_spin:R:1
C -1.83190 -0.97369 -0.09321 -0.1 -0.4 0.0 0.000
C -1.99588 0.33219 -0.13892 -0.1 0.2 -0.1 0.001
O 3.58726 -1.68081 -0.07770 1.4 -3.3 0.0 0.482
O 2.03957 0.12452 0.47764 -0.8 0.6 0.4 0.235
P 3.33884 -0.25537 -0.31615 -0.6 2.4 -0.3 1.292
Cl 0.87557 2.66082 0.26415 -0.2 0.4 0.0 0.006
H -2.33861 -1.63984 -0.78041 -0.1 0.0 -0.1 0.000
H -1.17708 -1.44514 0.62356 0.1 0.0 0.1 0.000
H -2.64117 0.79300 -0.87436 -0.1 0.0 -0.1 0.000
H 1.61284 1.08502 0.39519 0.2 0.0 -0.1 -0.015
H -1.46944 0.99929 0.52021 0.2 0.2 0.1 0.000
```
Forces are in eV/Å.

=====

# 3
A molecular structure, C2H4F3O4STm, computed with the ωB97M-V functional and the def2-TZVPD basis.

Calculated values
Electronic energy: -58824.6555 eV
<S²>: 2.006
Orbital gap (alpha / beta): 8.5 / 3.5 eV
Charge: +2
2S+1: 3
Energy relative to the best compared isomer or geometry (same formula, charge and spin): 0.000 eV

XYZ file:
```
15
Properties=species:S:1:pos:R:3:forces:R:3:mulliken_spin:R:1
Tm -1.86359 2.29742 -2.27031 0.8 -0.4 -0.1 1.003
O -1.05037 0.62546 -0.90873 3.3 -0.8 -0.3 0.020
S 0.45203 0.42382 -1.60294 -3.4 -0.2 -2.3 0.002
O 0.29869 1.48416 -2.66262 0.0 -0.4 0.8 0.002
O 0.79000 -0.90211 -2.05857 -0.8 1.8 1.2 -0.001
C 1.89962 1.03889 -0.59551 1.2 0.2 0.4 0.000
F 1.46266 1.58904 0.51594 -0.4 0.1 0.5 0.000
F 2.69101 0.02209 -0.33062 -0.5 0.1 0.0 0.000
F 2.55156 1.93657 -1.30446 -0.4 -0.3 -0.1 0.000
H -1.98793 -1.03620 0.49614 2.2 -1.5 0.2 -0.023
O -1.18546 -1.66531 0.80568 -1.9 2.1 0.5 0.778
C -1.04206 -1.49448 2.20643 -1.1 -1.2 -0.3 0.065
H -0.36985 -0.65809 2.45081 0.5 0.3 -0.3 0.102
H -2.01346 -1.23106 2.65440 0.2 0.1 -0.1 0.024
H -0.63285 -2.43020 2.60435 0.3 0.2 -0.1 0.029
```
Forces are in eV/Å.

=====

# 4
2 unconnected molecules or ions with the total composition C2H9NO2, computed with the ωB97M-V functional and the def2-TZVPD basis.

Calculated values
Electronic energy: -7803.1152 eV
Orbital gap: 9.7 eV
Charge: 0
Energy relative to the best compared isomer or geometry (same formula, charge and spin): 1.611 eV
Structure (SMILES): CNCO.O

XYZ file:
```
14
Properties=species:S:1:pos:R:3:forces:R:3:lowdin_charge:R:1
C -0.43746 0.48845 -1.34831 3.0 -0.8 -1.1 -0.127
N -0.37420 -0.85573 -0.76072 -2.6 0.8 0.8 -0.128
C -1.10217 -0.85938 0.51669 3.6 -2.7 0.9 -0.223
O -0.07502 -0.21437 1.39228 0.5 -0.8 1.1 -0.183
H -1.40621 0.57883 -1.82771 0.1 0.8 -0.3 0.068
H 0.49486 0.60362 -2.06254 -2.2 -0.2 0.9 0.124
H -0.19532 1.24896 -0.58175 -0.8 -0.3 -0.4 0.063
H 0.14503 -1.61823 -1.16804 -0.5 0.2 0.4 0.107
H -2.05019 -0.35363 0.68947 0.4 1.0 -0.9 0.110
H -1.41092 -1.89285 0.97292 1.2 1.3 -1.2 0.133
H 0.85247 -0.66363 1.33635 -3.0 0.5 -0.3 0.126
O 2.09012 1.40877 0.64573 -0.3 -1.2 2.2 -0.110
H 1.18004 1.03777 0.61019 0.4 0.5 -0.3 -0.029
H 2.28898 1.09142 1.58544 0.1 1.0 -1.8 0.069
```
Forces are in eV/Å.